[1]
14
Properties=species:S:1:pos:R:3:forces:R:3:nbo_charge:R:1 method="wB97M-V/def2-TZVPD" e_lumo_ev=0.084 gap_ev=8.6606 total_charge=0 smiles="C=C=S.C=CC"
C 1.62808 -0.96669 -1.43401 -2.91 0.62 -1.18 -0.63
C 2.67602 -0.92509 -0.72004 1.00 0.22 0.32 -0.05
S 3.95637 -0.74658 0.10460 0.97 -0.08 0.78 0.15
H 0.70711 -0.46929 -1.05774 0.85 -0.58 -0.08 0.27
H 1.58228 -1.25522 -2.47616 0.29 -0.28 0.11 0.26
C -0.38726 1.61037 0.55488 1.48 -1.38 -1.55 -0.40
C -1.07522 0.52941 0.09835 1.05 3.51 0.37 -0.19
C -1.88324 -0.32597 0.93654 -0.36 -0.71 2.83 -0.66
H -0.11558 1.77928 1.59267 -0.70 0.08 0.11 0.20
H 0.32239 2.12042 -0.15347 -1.10 -0.26 0.63 0.20
H -1.09647 0.41969 -0.97347 -0.14 -0.26 -0.25 0.20
H -2.60767 -0.84844 0.39207 -1.17 -0.79 -0.99 0.22
H -2.47879 0.20676 1.77052 1.34 -0.71 -1.15 0.23
H -1.22801 -1.12865 1.36526 -0.60 0.64 0.07 0.23

=====

[2]
15
Properties=species:S:1:pos:R:3:forces:R:3:nbo_charge:R:1 method="wB97M-V/def2-TZVPD" e_lumo_ev=0.613 gap_ev=8.9676 total_charge=0
C -1.10019 0.25624 -0.31187 -2.73 0.61 2.47 -0.47
C -0.04239 0.49177 0.79279 1.55 0.99 1.10 -0.21
C 0.89482 -0.86260 0.96666 1.73 4.91 3.09 -0.62
C -0.04722 -0.02949 -1.20991 4.72 -1.04 -3.87 -0.29
C 0.69911 1.16107 -0.43843 1.67 1.44 -1.29 -0.42
H -1.84514 -2.14927 0.36711 -0.78 2.95 -1.13 0.15
H -1.66202 1.25833 -0.52336 1.29 -1.54 0.21 0.27
H -0.20177 1.01997 1.83748 0.01 -0.91 -2.42 0.24
H 0.43035 -1.50838 1.72054 0.81 0.14 0.08 0.24
H 2.10028 -0.36501 1.10041 -3.67 -1.57 1.26 0.22
H -0.09167 -0.31627 -2.34959 -0.31 1.44 2.17 0.26
H 0.37686 2.22600 -0.94418 0.56 -2.57 1.89 0.23
H 1.84523 1.10307 -0.31301 -1.74 0.27 -0.66 0.22
S -2.43596 -0.80953 -0.12949 -1.27 -4.06 1.32 -0.01
S 1.07971 -1.47589 -0.56513 -1.83 -1.06 -4.24 0.20

=====

[3]
15
Properties=species:S:1:pos:R:3:forces:R:3:nbo_charge:R:1 method="wB97M-V/def2-TZVPD" e_lumo_ev=0.794 gap_ev=8.1464 total_charge=0 smiles="CC1=C(C)SCS1"
C 0.64242 0.29117 -1.87943 0.90 0.71 0.60 -0.64
C 0.50327 0.03425 -0.40365 -0.57 0.44 0.15 -0.19
C -0.61686 -0.03082 0.31243 0.21 -0.80 -0.66 -0.18
C -1.99415 0.27209 -0.17683 0.33 1.21 -0.02 -0.63
S -0.46328 -0.53128 1.98807 -0.33 0.19 0.61 0.26
C 1.35110 -0.62600 2.07195 -0.08 -1.10 0.16 -0.69
S 1.97904 -0.00140 0.53192 1.34 0.23 -0.75 0.26
H 1.20251 1.25834 -2.02936 -0.72 -0.76 -0.05 0.22
H 1.31733 -0.49076 -2.26047 -0.54 0.15 -0.33 0.23
H -0.34815 0.32375 -2.35386 0.64 -0.10 -0.09 0.22
H -2.74072 -0.42560 0.15523 -0.34 -0.27 0.32 0.22
H -2.19544 1.29210 0.23826 -0.40 -0.75 -0.42 0.23
H -2.04719 0.32080 -1.27312 0.09 0.05 0.40 0.22
H 1.70681 0.00161 2.89086 0.00 -0.22 -0.09 0.24
H 1.70330 -1.68824 2.18801 -0.52 1.03 0.16 0.23

=====

[4]
19
Properties=species:S:1:pos:R:3:forces:R:3:mulliken_spin:R:1 method="wB97M-V/def2-TZVPD" e_lumo_ev="0.270 / -1.849" gap_ev="8.8008 / 6.4367" total_charge=0 spin_multiplicity=3
O 1.85563 1.25883 0.18000 3.03 0.86 -0.22 0.20
C 3.02509 0.86328 -0.04323 -1.59 0.07 0.72 0.03
C 3.29864 -0.36484 -0.71360 0.28 0.02 -0.73 0.69
H 3.86574 1.46025 0.34272 -0.17 -0.06 0.14 0.03
H 4.05655 -1.03932 -0.31303 -0.11 0.26 -0.36 0.03
H 2.84324 -0.52308 -1.70016 -0.05 -0.36 0.75 0.03
O 0.59140 -1.54049 -0.48774 0.95 -1.72 -0.41 0.18
O -1.50284 1.33088 -0.55069 -2.34 1.82 -1.00 0.19
C -2.69014 0.67769 -0.25700 -0.17 -0.08 0.52 0.00
C -2.53341 -0.83965 -0.34656 -0.27 -0.10 -0.45 -0.01
O -1.43990 -1.21692 0.49303 -0.53 -0.36 0.26 0.08
C -0.50117 -2.20173 -0.02446 0.09 -0.67 0.16 -0.01
Ag 0.05558 0.31757 -0.07905 0.24 -0.28 0.48 0.50
H -3.50707 0.96110 -0.94967 0.30 0.09 0.10 0.02
H -3.04996 0.92390 0.76304 0.07 -0.05 -0.18 0.01
H -2.30359 -1.12484 -1.38853 -0.03 0.09 0.28 0.00
H -3.44845 -1.36504 -0.02852 0.24 0.13 -0.02 0.01
H -0.27061 -2.85122 0.83858 -0.10 0.14 -0.16 0.00
H -1.02366 -2.79673 -0.79844 0.17 0.19 0.10 0.01

=====

[5]
27
Properties=species:S:1:pos:R:3:forces:R:3:mulliken_spin:R:1 method="wB97M-V/def2-TZVPD" e_lumo_ev="2.229 / 2.229" gap_ev="3.2893 / 7.8597" total_charge=-1 spin_multiplicity=2
C 5.80874 -1.14964 -0.73361 0.17 0.14 -0.64 0.24
Br 3.94511 -1.15758 -0.09352 -1.90 0.05 0.54 0.25
Br 6.70477 -2.84519 -0.41862 0.68 -1.44 -0.08 0.21
Br 6.92185 0.38934 -0.06984 0.89 1.37 0.31 0.30
H 5.69881 -0.99794 -1.80739 0.23 -0.11 -0.11 -0.02
C 0.76590 -2.54005 0.16233 1.47 -1.62 -1.02 0.00
C -0.40167 -3.39765 -0.36437 0.44 0.75 3.12 0.00
O -0.84788 -2.75548 -1.46196 -1.12 3.60 -3.97 0.00
S -0.77289 -1.06360 -1.30536 2.07 0.36 0.28 0.01
O -1.98846 -0.52138 -0.69181 2.09 -1.35 -0.97 0.00
O -0.24231 -0.37670 -2.50794 -1.53 -2.32 2.98 0.00
O 0.50017 -1.17762 -0.13693 -2.72 0.59 -1.17 0.01
H 1.68243 -2.77582 -0.37850 -0.01 -0.09 -0.36 0.00
H 1.06902 -2.79568 1.17765 -0.73 0.84 0.39 0.00
H -1.21991 -3.27118 0.34457 -0.04 -0.96 0.63 0.00
H -0.14613 -4.43206 -0.59413 0.01 0.21 0.05 0.00
C -1.45325 2.54264 0.62911 1.47 -0.71 0.37 0.00
C -2.56760 2.61609 -0.37202 0.54 0.80 -0.64 0.00
O -3.72853 2.69294 0.40970 -2.41 1.11 1.43 0.00
S -3.40640 3.13630 1.96344 -1.13 -2.66 1.03 0.00
O -4.38192 2.52680 2.91088 2.76 1.53 -3.03 0.00
O -3.08419 4.53245 2.12363 -0.16 -1.33 -0.64 0.00
O -2.07294 2.19286 1.83033 -1.18 1.11 2.93 0.00
H -1.00225 3.53170 0.70935 0.44 -0.19 0.16 0.00
H -0.72979 1.73159 0.54603 0.18 0.37 -0.72 0.00
H -2.64499 1.76786 -1.05217 -0.09 0.27 0.07 0.00
H -2.40568 3.59696 -0.81898 -0.41 -0.32 -0.95 0.00

=====

[6]
16
Properties=species:S:1:pos:R:3:forces:R:3:nbo_charge:R:1 method="wB97M-V/def2-TZVPD" e_lumo_ev="-4.340 / -5.079" gap_ev="9.2506 / 7.6185" total_charge=+1
C -0.79339 0.96553 0.89886 1.88 -0.26 -1.10 -0.49
C 0.66993 -1.32293 0.65788 0.20 -0.37 2.41 -0.62
C -1.39130 1.33063 -0.47333 -1.65 -1.72 -0.22 -0.19
C 2.21583 -1.25330 0.21518 -2.72 -0.15 -0.96 -0.16
C -0.38863 -0.35562 0.23412 1.42 0.37 0.31 0.32
N -0.56292 0.18740 -1.14532 -3.61 -0.84 1.86 -0.57
Br 2.78668 0.38864 -0.58324 -0.21 -0.75 0.45 0.07
H 0.17530 1.44097 1.22325 -1.00 0.07 -0.40 0.26
H -1.49699 0.97692 1.70021 -0.38 -0.17 0.59 0.26
H 0.19611 -2.35845 0.67763 1.11 0.85 -0.63 0.29
H 0.63848 -1.12682 1.79752 0.39 -0.24 -1.43 0.28
H -2.44528 0.90843 -0.39342 1.19 0.94 -0.63 0.24
H -1.33495 2.23155 -1.06939 0.12 0.35 0.47 0.25
H 2.57116 -2.15783 -0.31128 0.15 0.68 0.48 0.21
H -1.01421 -0.42621 -1.82116 -0.42 -0.07 0.09 0.44
H 0.17420 0.57108 -1.60751 3.54 1.31 -1.29 0.42

=====

[7]
18
Properties=species:S:1:pos:R:3:forces:R:3:nbo_charge:R:1 method="wB97M-V/def2-TZVPD" e_lumo_ev=0.600 gap_ev=8.7884 total_charge=0 smiles="C=NNC(=C)C[C@@H](O)Br"
C 1.65753 2.90788 -0.22843 -0.27 0.39 0.01 -0.18
N 1.67344 1.65092 -0.08884 0.60 -0.11 -0.12 -0.21
N 0.56765 0.99391 0.19387 -0.80 -3.56 0.66 -0.46
C 0.63093 -0.52174 0.36332 -0.02 3.33 -0.57 0.18
C 1.77890 -1.14856 0.17288 0.00 -0.13 0.06 -0.46
C -0.68187 -1.15995 0.68695 -0.12 -0.03 -0.02 -0.51
C -1.72659 -1.00512 -0.41728 0.21 0.46 -0.22 0.15
O -2.58280 -2.06690 -0.38918 -0.22 -0.43 0.07 -0.69
Br -2.79761 0.70274 -0.14291 0.17 -0.20 -0.08 -0.14
H 2.58554 3.39290 -0.46203 0.26 0.13 -0.06 0.18
H 0.75988 3.52310 -0.12834 -0.04 -0.10 0.03 0.15
H -0.32670 1.45613 0.33899 0.25 0.00 -0.05 0.37
H 2.66745 -0.59639 -0.06864 0.16 0.13 -0.05 0.23
H 1.85689 -2.21833 0.26351 -0.14 -0.15 0.06 0.21
H -0.52155 -2.23569 0.80061 0.03 0.11 -0.02 0.25
H -1.07964 -0.78657 1.63307 -0.04 -0.02 -0.04 0.24
H -1.25859 -0.84190 -1.39746 -0.19 0.02 0.25 0.19
H -3.20287 -2.04641 -1.13007 0.16 0.14 0.08 0.49

=====

[8]
17
Properties=species:S:1:pos:R:3:forces:R:3:nbo_charge:R:1 method="wB97M-V/def2-TZVPD" e_lumo_ev=-4.829 gap_ev=8.4153 total_charge=+1
C -0.72798 1.30004 0.71224 0.09 0.16 -0.02 -0.42
C -1.01389 -0.13302 0.96904 -0.86 -0.07 -0.62 -0.28
C -1.08755 2.04102 -0.34133 0.07 -0.41 -0.14 0.22
C 0.02467 -1.13700 0.64316 0.12 -0.15 -0.06 0.26
C 1.93803 -1.90096 -0.62991 0.78 -0.74 -0.42 -0.43
N 0.99008 -0.92749 -0.17264 -0.61 0.72 0.33 -0.41
O -0.78382 3.34021 -0.39549 0.09 0.12 0.15 -0.64
Br -2.46852 -0.94285 -0.20940 0.61 0.36 0.54 0.07
H -0.25912 1.80277 1.54804 0.10 0.10 0.07 0.25
H -1.39346 -0.28151 1.98149 0.11 -0.13 -0.13 0.28
H -1.61124 1.60889 -1.18976 -0.11 0.07 0.05 0.19
H -0.06527 -2.12353 1.09273 0.08 0.04 -0.12 0.24
H 1.85824 -2.00478 -1.71330 -0.08 0.02 0.06 0.24
H 2.95396 -1.57574 -0.40340 -0.10 0.03 0.08 0.25
H 1.75396 -2.86851 -0.16849 -0.05 0.08 0.04 0.23
H 1.07658 0.00907 -0.57738 -0.21 -0.04 0.21 0.44
H -1.18468 3.79340 -1.14561 -0.03 -0.17 -0.03 0.51

=====

[9]
18
Properties=species:S:1:pos:R:3:forces:R:3:nbo_charge:R:1 method="wB97M-V/def2-TZVPD" e_lumo_ev=3.300 gap_ev=7.7277 total_charge=-1
C 1.99155 -0.80064 0.27875 -0.66 -1.58 -1.58 0.84
C -1.47446 -0.27852 1.03232 -2.63 -0.10 -3.98 -0.49
C -1.01910 -0.06662 -1.49434 -0.10 0.31 -0.49 -0.74
C 1.53809 1.52081 0.30121 0.01 0.60 0.94 -0.43
C -0.83739 -0.20595 -0.09524 2.90 0.84 3.96 0.37
N 1.11713 0.13562 0.51819 -3.22 1.79 -0.22 -0.59
O 1.39986 -2.07883 0.34122 -0.09 -1.02 1.66 -0.76
O 3.10809 -0.70939 -0.18955 0.63 -0.06 0.48 -0.68
Br -4.55738 0.18151 0.13089 -0.57 0.06 -0.23 -0.88
H -1.25348 -0.52470 1.98889 1.37 -0.14 2.58 0.22
H 0.83684 -2.26547 1.15844 1.08 1.07 -1.74 0.48
H -2.61016 -0.25047 0.79696 1.08 -0.10 0.31 0.30
H -2.04286 -0.39178 -1.63399 -0.77 0.73 -0.18 0.30
H -0.50112 -0.81423 -2.02210 1.18 -1.00 -0.64 0.24
H -0.72984 0.90607 -1.89204 -0.44 0.03 0.03 0.23
H 1.69663 1.74321 -0.77960 -0.31 0.02 0.56 0.18
H 0.77237 2.29301 0.78985 1.67 -1.78 -1.08 0.20
H 2.56523 1.60637 0.77013 -1.13 0.34 -0.36 0.21

=====

[10]
16
Properties=species:S:1:pos:R:3:forces:R:3:mulliken_spin:R:1 method="wB97M-V/def2-TZVPD" e_lumo_ev="-1.664 / -1.905" gap_ev="6.2131 / 5.7981" total_charge=0 spin_multiplicity=3
C 0.64417 -0.56057 -1.22229 0.20 0.66 2.32 0.80
C 2.68046 -0.61659 0.77543 1.08 0.49 -0.82 0.79
C 0.50682 1.47024 0.31506 2.24 -5.26 0.21 0.06
C -1.38174 -0.14332 0.10286 1.90 -1.06 0.47 0.05
C -0.24048 0.49731 -0.62033 2.00 -0.91 -0.07 0.00
Si 1.62462 -1.75988 -0.11641 -1.15 -0.26 -1.01 0.11
Br 4.08738 0.26339 -0.06613 -0.25 0.02 0.28 0.13
H 0.72374 0.84398 1.23921 -0.39 1.06 -0.71 -0.02
H 1.48382 1.63868 -0.06814 0.66 0.79 -0.49 -0.02
H -0.00768 2.29319 0.51780 -2.19 3.58 0.91 0.01
H -1.05691 -0.10527 1.12039 0.01 -1.12 0.95 0.00
H -1.60458 -1.12547 -0.28733 -0.51 -0.13 0.21 -0.01
H -2.12967 0.54201 0.11766 -2.94 1.56 -0.42 0.00
H -0.60786 1.04387 -1.41514 -0.88 1.40 -2.01 0.03
H 0.94785 -2.41169 0.99600 -0.65 -0.29 0.05 0.04
H 2.01572 -2.69021 -1.16300 0.87 -0.51 0.13 0.04

=====

| no. | electronic energy (hartree) |
| --- | --- |
| 1 | -593.3942 |
| 2 | -991.5308 |
| 3 | -991.6671 |
| 4 | -643.6006 |
| 5 | -9316.1540 |
| 6 | -2824.2528 |
| 7 | -2954.6133 |
| 8 | -2899.6469 |
| 9 | -2975.1521 |
| 10 | -3059.0924 |